No. 1
{
  "formula": "C45H38N10O3PtS",
  "method": "wB97M-V/def2-TZVPD",
  "e_lumo_ev": [-8.2542, -8.2545],
  "total_charge": 2,
  "e_homo_ha": [-0.4721, -0.4721],
  "gap_ev": [4.59, 4.59],
  "symbols": ["Pt", "C", "C", "C", "C", "C", "N", "C", "N", "C", "C", "C", "C", "C", "C", "C", "C", "N", "C", "N", "C", "N", "C", "N", "C", "N", "C", "C", "C", "C", "C", "C", "C", "C", "C", "C", "C", "C", "N", "C", "C", "H", "H", "H", "H", "H", "H", "H", "H", "H", "H", "H", "H", "H", "H", "H", "H", "C", "C", "C", "S", "O", "C", "C", "C", "H", "H", "H", "H", "H", "H", "H", "H", "H", "H", "H", "H", "H", "H", "O", "C", "N", "C", "O", "C", "C", "C", "C", "N", "C", "H", "H", "H", "H", "H", "H", "H", "H"],
  "coordinates": [[0.4952, 0.0302, -0.3452], [4.0658, -2.4724, 4.7989], [3.6689, -3.6643, 4.2106], [2.7789, -3.6632, 3.1490], [2.3281, -2.4335, 2.7022], [1.5132, -2.1159, 1.5512], [1.3503, -0.7854, 1.4071], [2.0462, -0.1409, 2.5022], [2.8253, 1.0089, 1.9741], [1.1685, 2.6260, 1.3346], [1.0223, 4.0414, 1.3331], [1.3122, 5.0577, 2.2466], [1.1357, 6.3681, 1.8376], [0.6676, 6.6820, 0.5598], [0.3563, 5.6851, -0.3524], [0.5424, 4.3666, 0.0423], [0.3997, 3.1181, -0.6526], [-0.0066, 3.0643, -1.8972], [-0.2374, 1.9792, -2.5814], [-0.2239, 0.6921, -2.1260], [-0.6947, -0.1158, -3.1459], [-0.8276, -1.4030, -3.1332], [-0.4384, -2.2219, -2.1866], [0.1696, -1.8605, -1.0055], [0.4809, -3.0084, -0.3463], [1.1057, -3.0946, 0.7973], [0.1072, -4.1547, -1.1291], [0.3031, -5.5131, -0.9374], [-0.1023, -6.3661, -1.9545], [-0.7044, -5.8766, -3.1126], [-0.9089, -4.5193, -3.3108], [-0.4873, -3.6534, -2.3047], [-0.9957, 0.6939, -4.3030], [-1.4662, 0.3795, -5.5660], [-1.5885, 1.4214, -6.4777], [-1.2464, 2.7272, -6.1423], [-0.7836, 3.0497, -4.8715], [-0.6697, 2.0161, -3.9579], [0.7846, 2.0700, 0.1586], [2.7111, -1.2252, 3.2884], [3.5791, -1.2448, 4.3648], [4.7678, -2.4856, 5.6194], [4.0698, -4.5959, 4.5771], [2.4659, -4.5712, 2.6583], [1.6872, 4.8272, 3.2318], [1.3684, 7.1706, 2.5201], [0.5703, 7.7169, 0.2715], [-0.0116, 5.9139, -1.3389], [0.7625, -5.8856, -0.0372], [0.0520, -7.4289, -1.8480], [-1.0179, -6.5716, -3.8772], [-1.3673, -4.1472, -4.2142], [-1.7168, -0.6352, -5.8278], [-1.9488, 1.2028, -7.4707], [-1.3323, 3.4998, -6.8896], [-0.5005, 4.0535, -4.5998], [3.9054, -0.3502, 4.8627], [-4.6068, -1.0299, -2.3447], [-5.3042, -0.4184, -1.1370], [-4.4050, -0.3997, 0.0861], [-2.9768, 0.7655, -0.1379], [-1.8167, 0.0004, 0.4280], [-3.3077, 1.9727, 1.2137], [-4.2134, 3.0920, 0.7418], [-3.5727, 3.9059, -0.3760], [-5.2791, -1.0491, -3.1977], [-4.3029, -2.0521, -2.1290], [-3.7191, -0.4616, -2.6204], [-6.1869, -1.0176, -0.8943], [-5.6522, 0.5917, -1.3685], [-3.9473, -1.3740, 0.2565], [-4.9484, -0.0896, 0.9753], [-2.3220, 2.3543, 1.4794], [-3.7144, 1.4258, 2.0629], [-4.4180, 3.7429, 1.5939], [-5.1662, 2.6815, 0.4045], [-2.6162, 4.3148, -0.0557], [-4.2196, 4.7335, -0.6511], [-3.4095, 3.2907, -1.2592], [-1.2910, 3.0534, 7.4798], [-0.2725, 2.1607, 7.7791], [0.6874, 2.0519, 6.6821], [0.5883, 1.1510, 5.6858], [-0.2528, 0.2812, 5.6099], [1.6280, 1.3168, 4.6046], [2.8748, 1.7724, 4.8452], [3.9987, 1.8089, 3.9257], [4.0071, 1.3794, 2.6551], [1.7776, 1.9146, 2.3337], [1.1589, 0.9513, 3.2318], [-2.0363, 2.5974, 7.0747], [-0.6417, 1.1552, 8.0075], [0.2708, 2.5704, 8.6358], [1.3066, 2.8395, 6.5655], [3.1313, 2.0390, 5.8629], [4.9396, 2.1222, 4.3560], [4.9062, 1.3049, 2.0636], [0.0803, 0.7957, 3.1731]],
  "forces_ev_per_a": [[1.3, 0.2, 0.2], [-0.1, 0.0, 0.1], [0.0, -0.1, 0.0], [0.0, 0.2, -0.1], [0.4, 0.5, 0.5], [0.3, 3.2, 0.6], [-0.3, -1.8, -0.8], [-0.4, 0.7, 0.7], [-0.2, -0.2, -1.6], [0.3, -2.1, -0.7], [-0.8, 1.9, -0.4], [0.1, -1.1, -0.2], [-0.2, 0.5, -0.5], [0.3, 0.1, 0.7], [-0.1, -1.1, -0.2], [0.3, 1.3, 1.3], [-0.2, -1.1, -1.4], [0.4, 1.4, 1.1], [-0.2, -1.8, 0.3], [0.1, 0.4, 0.0], [0.4, -0.3, 1.0], [-0.6, 0.1, -1.2], [1.1, 1.1, 1.7], [-0.8, 0.6, -1.2], [1.4, 0.5, 2.2], [-1.5, -2.2, -2.3], [-0.6, -0.9, -1.2], [0.0, 0.6, 0.1], [-0.2, 0.0, -0.3], [0.1, -0.3, 0.1], [0.1, 0.7, 0.3], [0.2, -1.5, 0.4], [-0.1, 1.0, -0.8], [0.2, -0.1, 0.7], [0.0, 0.3, -0.1], [-0.1, -0.2, -0.2], [0.1, -0.2, 0.5], [-0.4, -0.4, -1.0], [0.4, -0.3, 0.4], [-0.1, -0.6, -0.2], [0.1, 0.1, 0.1], [0.0, -0.1, 0.1], [0.0, -0.1, 0.0], [0.0, -0.1, 0.0], [0.0, 0.0, 0.1], [0.0, 0.1, 0.1], [-0.1, 0.1, 0.0], [0.0, 0.1, -0.2], [0.1, 0.0, 0.1], [0.0, -0.1, 0.0], [0.0, -0.1, 0.0], [0.0, 0.0, -0.1], [0.0, -0.1, 0.0], [0.0, 0.0, -0.1], [0.0, 0.1, -0.1], [0.0, 0.2, 0.0], [0.0, -0.1, 0.0], [-0.2, 0.1, 0.1], [0.0, -0.2, -0.1], [0.0, 0.8, -0.2], [-0.6, -0.3, 1.1], [-0.2, -0.4, 0.2], [-0.4, -0.2, -0.6], [0.1, 0.2, 0.0], [-0.3, 0.0, 0.0], [0.0, 0.0, -0.1], [0.1, -0.1, 0.0], [0.1, 0.1, -0.1], [0.0, 0.1, 0.0], [-0.1, 0.0, 0.0], [0.2, 0.1, 0.1], [0.0, 0.0, 0.1], [0.1, -0.1, -0.1], [0.1, -0.1, 0.0], [-0.1, 0.0, 0.0], [-0.1, 0.0, 0.1], [0.2, 0.1, 0.0], [0.0, 0.1, -0.1], [0.1, 0.1, -0.1], [-0.5, 0.4, -0.1], [0.5, -0.4, 0.0], [-0.1, 0.3, 0.7], [0.6, 0.5, -0.2], [-0.3, -0.2, -0.1], [0.1, 0.1, 0.5], [-0.8, -0.2, 0.2], [0.4, 0.1, -0.6], [0.3, 0.4, 0.8], [0.2, 1.3, -0.5], [-0.3, -0.8, 0.7], [0.1, -0.1, 0.0], [0.1, 0.2, 0.0], [-0.1, -0.2, -0.1], [-0.1, -0.1, -0.1], [-0.1, 0.0, 0.1], [0.1, 0.0, -0.1], [0.2, 0.0, 0.0], [0.1, 0.1, -0.1]],
  "mulliken_charge": [1.36, -1.11, -0.75, -0.13, -0.58, 0.69, -0.42, 0.58, -0.27, -0.55, 0.53, 0.00, -0.80, -0.81, 0.13, -0.01, -0.37, -0.33, 0.23, -0.16, -0.13, -0.33, 0.17, -0.46, 0.14, -0.42, 0.04, -0.10, -0.72, -0.73, -0.17, 0.12, 0.19, -0.18, -0.71, -0.78, -0.03, 0.10, -0.51, 0.69, -0.04, 0.45, 0.43, 0.64, 0.62, 0.45, 0.45, 0.63, 0.61, 0.43, 0.43, 0.60, 0.63, 0.45, 0.44, 0.60, 0.44, -0.88, -0.39, -1.07, 0.99, -0.90, -0.73, -0.54, -0.92, 0.42, 0.29, 0.05, 0.42, 0.21, 0.46, 0.42, 0.07, 0.54, 0.41, 0.25, 0.13, 0.43, 0.28, -0.53, -0.54, -0.12, 0.06, -0.67, 0.22, -0.33, -0.99, -0.75, 0.88, -0.28, 0.34, 0.36, 0.35, 0.24, 0.58, 0.45, 0.59, 0.59]
}

No. 2
{
  "formula": "C20H23NO6",
  "method": "wB97M-V/def2-TZVPD",
  "e_lumo_ev": 0.5661,
  "total_charge": 0,
  "e_homo_ha": -0.3189,
  "smiles": "COc1ccc(C(=O)OCC(=O)Nc2c(C)cccc2C)c(OC)c1OC",
  "gap_ev": 9.24,
  "symbols": ["C", "H", "H", "H", "O", "C", "C", "C", "C", "C", "C", "O", "C", "H", "H", "H", "O", "C", "H", "H", "H", "C", "O", "O", "C", "H", "H", "C", "O", "N", "C", "C", "C", "C", "C", "C", "C", "H", "H", "H", "H", "H", "H", "C", "H", "H", "H", "H", "H", "H"],
  "coordinates": [[-1.2970, -5.1813, 3.4330], [-1.7378, -5.2588, 2.4381], [-1.0350, -6.1724, 3.7987], [-2.0236, -4.7225, 4.1111], [-0.0859, -4.4423, 3.4384], [-0.1361, -3.1550, 2.9746], [0.4134, -2.1704, 3.7900], [0.4090, -0.8557, 3.3817], [-0.1857, -0.4995, 2.1798], [-0.6888, -1.4812, 1.3066], [-0.6316, -2.8251, 1.7025], [-1.0457, -3.8287, 0.8366], [0.0148, -4.6303, 0.3441], [0.7089, -4.0317, -0.2558], [0.5701, -5.1120, 1.1528], [-0.4512, -5.3880, -0.2836], [-1.1137, -1.0195, 0.1102], [-1.9064, -1.8031, -0.7590], [-2.3391, -1.0904, -1.4616], [-1.3044, -2.5315, -1.3075], [-2.7011, -2.3204, -0.2206], [-0.2419, 0.9348, 1.8095], [0.6782, 1.7099, 1.9634], [-1.4294, 1.2839, 1.3234], [-1.6218, 2.6333, 0.9085], [-1.0760, 3.3102, 1.5755], [-2.6960, 2.8128, 0.9662], [-1.1567, 2.8311, -0.5484], [-1.9434, 2.9944, -1.4535], [0.1840, 2.7955, -0.6685], [0.8949, 2.7929, -1.8950], [1.7062, 1.6897, -2.1767], [2.4216, 1.6747, -3.3637], [2.3302, 2.7295, -4.2544], [1.5299, 3.8160, -3.9588], [0.8061, 3.8722, -2.7741], [-0.0318, 5.0674, -2.4496], [0.1894, 5.8867, -3.1285], [0.1462, 5.3944, -1.4258], [-1.0879, 4.8129, -2.5350], [1.4673, 4.6421, -4.6519], [2.8880, 2.7046, -5.1788], [3.0493, 0.8261, -3.5943], [1.7806, 0.5445, -1.2118], [0.7831, 0.1639, -0.9908], [2.3799, -0.2628, -1.6254], [2.2327, 0.8567, -0.2690], [0.7227, 2.5491, 0.1560], [0.8296, -0.0808, 4.0030], [0.8316, -2.4661, 4.7382]],
  "forces_ev_per_a": [[-0.3, -0.2, 0.1], [0.1, 0.0, 0.1], [-0.1, 0.0, 0.0], [0.0, 0.0, 0.0], [0.3, 0.3, -0.3], [0.0, 0.2, 0.1], [-0.1, -0.3, 0.0], [-0.2, 0.0, -0.2], [0.0, -0.2, -0.2], [0.1, 0.1, 0.2], [-0.1, -0.4, -0.2], [0.0, 0.5, 0.5], [0.2, -0.1, -0.2], [-0.1, 0.0, 0.0], [-0.1, 0.0, 0.0], [0.1, 0.0, 0.0], [0.3, -0.2, 0.2], [-0.3, -0.1, -0.3], [0.0, -0.1, 0.0], [-0.1, 0.0, 0.1], [0.0, 0.0, 0.0], [0.3, 0.0, 0.1], [-0.1, 0.0, 0.1], [-0.2, -0.1, 0.0], [0.0, 0.5, -0.1], [-0.1, -0.1, -0.1], [0.2, 0.0, -0.1], [-0.4, -0.1, 0.7], [-0.2, 0.0, -0.2], [0.7, 0.0, 0.0], [0.1, 0.0, -0.4], [-0.1, 0.1, 0.0], [0.0, 0.0, 0.0], [0.0, 0.0, 0.0], [0.0, 0.0, 0.0], [0.0, 0.0, 0.1], [-0.1, 0.0, -0.1], [0.0, 0.1, 0.0], [0.0, 0.1, 0.1], [0.0, 0.1, 0.0], [0.0, 0.1, -0.1], [0.0, 0.0, -0.1], [0.1, -0.1, 0.0], [0.0, 0.0, 0.0], [0.0, -0.1, 0.1], [0.0, -0.1, 0.0], [0.0, -0.1, 0.1], [-0.2, 0.1, 0.0], [0.0, 0.1, 0.1], [0.0, 0.0, 0.1]],
  "mulliken_charge": [-0.67, 0.25, 0.26, 0.32, -0.51, 0.50, -0.66, -0.60, 0.31, 0.21, 0.59, -0.53, -0.87, 0.33, 0.39, 0.26, -0.28, -0.97, 0.31, 0.26, 0.40, 0.51, -0.69, -0.33, -0.85, 0.37, 0.35, 0.71, -0.64, 0.07, 0.24, 1.04, -0.93, -0.80, -0.83, 0.82, -1.49, 0.44, 0.33, 0.28, 0.38, 0.38, 0.38, -1.08, 0.07, 0.41, 0.34, 0.28, 0.47, 0.48]
}

No. 3
{
  "formula": "C2H4ClNO3",
  "method": "wB97M-V/def2-TZVPD",
  "e_lumo_ev": 0.5357,
  "total_charge": 0,
  "e_homo_ha": -0.3362,
  "smiles": "[O-]/[N+](O)=C(\\Cl)CO",
  "gap_ev": 9.68,
  "symbols": ["C", "C", "N", "O", "O", "O", "Cl", "H", "H", "H", "H"],
  "coordinates": [[-0.1489, 0.0465, -0.0338], [1.3266, 0.1838, 0.1060], [1.9695, 1.2879, -0.1988], [3.1639, 1.5343, -0.4056], [1.1121, 2.4196, -0.4310], [-0.5555, -1.3948, 0.1241], [2.3578, -1.2202, 0.2692], [-0.2252, 0.3161, -1.1264], [-0.6977, 0.8178, 0.6899], [0.1301, -1.8497, 0.6611], [1.7325, 3.2038, -0.6389]],
  "forces_ev_per_a": [[-0.9, -0.7, 0.3], [2.1, 0.3, 0.0], [-0.4, 0.9, -0.5], [0.0, -0.6, 0.5], [0.5, 0.5, 0.0], [0.7, 2.4, 0.2], [-0.4, 0.9, 0.0], [-1.1, -0.2, 1.1], [0.9, -1.9, -1.7], [-0.6, 0.5, -0.4], [-0.8, -2.1, 0.5]],
  "mulliken_charge": [-0.10, 0.09, 0.67, -0.69, -0.46, -0.48, -0.17, 0.26, 0.24, 0.28, 0.36]
}

no.,E (eV),maximum force (eV/Å)
1,-82392.48887,3.570
2,-34887.83814,0.801
3,-22289.35848,2.683